1.
Molecular formula: C34H26FN14O3Tc
Method: DFT, wB97M-V/def2-TZVPD

Geometry (Å):
Tc1 -1.316 -0.259 0.229
C1 1.389 -2.334 -2.444
O1 0.463 -3.095 -3.186
C2 -0.781 -3.340 -2.662
C3 -1.417 -4.445 -3.204
C4 -2.665 -4.845 -2.746
C5 -3.274 -4.140 -1.738
C6 -2.686 -2.999 -1.172
C7 -3.435 -2.310 -0.172
N1 -3.014 -1.294 0.519
N2 -3.888 -0.715 1.374
C8 -3.377 0.337 1.965
O2 -2.152 0.691 1.790
C9 -4.206 1.239 2.773
C10 -3.573 2.208 3.553
C11 -4.313 3.174 4.204
C12 -5.692 3.200 4.065
C13 -6.329 2.234 3.301
C14 -5.592 1.256 2.661
C15 -1.409 -2.556 -1.650
O3 -0.839 -1.475 -1.202
H1 2.357 -2.499 -2.923
H2 1.431 -2.680 -1.406
H3 1.144 -1.269 -2.473
H4 -0.913 -4.981 -3.994
H5 -3.142 -5.716 -3.173
H6 -4.234 -4.459 -1.358
H7 -4.455 -2.639 -0.004
H8 -2.497 2.193 3.625
H9 -3.819 3.922 4.809
H10 -6.271 3.974 4.548
H11 -7.406 2.261 3.199
H12 -6.072 0.509 2.051
N3 -1.468 3.081 -0.262
C16 -2.313 2.323 -1.021
N4 -3.199 2.788 -1.891
N5 -3.771 1.701 -2.399
N6 -3.295 0.639 -1.874
N7 -2.358 0.975 -0.983
C17 -0.371 2.599 0.382
N8 0.465 3.354 1.087
N9 1.394 2.519 1.521
N10 1.162 1.327 1.115
N11 0.045 1.310 0.369
H13 -1.629 4.073 -0.214
N12 8.512 0.482 2.948
C18 7.402 0.195 2.866
C19 6.046 -0.172 2.768
C20 5.234 0.382 1.772
C21 3.911 0.015 1.674
C22 3.377 -0.922 2.563
C23 4.181 -1.468 3.563
C24 5.504 -1.095 3.669
N13 2.027 -1.271 2.460
C25 1.141 -1.560 3.474
C26 -0.098 -1.588 2.910
N14 0.006 -1.336 1.572
C27 1.288 -1.157 1.336
H14 5.649 1.108 1.090
H15 3.263 0.498 0.961
H16 3.766 -2.188 4.253
H17 6.129 -1.515 4.443
H18 1.450 -1.703 4.488
H19 -1.048 -1.771 3.373
H20 1.705 -1.003 0.363
F1 5.468 1.859 -5.699
C28 4.298 1.694 -5.022
C29 4.337 1.407 -3.661
C30 3.158 1.220 -2.984
C31 1.900 1.313 -3.646
C32 0.713 1.107 -2.975
C33 1.919 1.628 -5.036
C34 3.097 1.819 -5.711
H21 5.290 1.335 -3.158
H22 3.163 0.996 -1.927
H23 -0.233 1.156 -3.481
H24 0.686 0.910 -1.918
H25 0.975 1.720 -5.550
H26 3.105 2.066 -6.763

Kohn-Sham gap (alpha / beta) ... 6.64 / 6.32 eV
E_LUMO (alpha / beta) ... 0.06077 / 0.05907 hartree
⟨S²⟩ ... 3.8067
Charge ... -1
Multiplicity ... 4

2.
Molecular formula: C41H41As2N3W
Method: DFT, wB97M-V/def2-TZVPD

Geometry (Å):
W1 -0.757 -0.933 -0.358
C1 -2.659 -0.894 2.546
C2 -2.668 -1.310 1.196
C3 -1.970 -2.514 0.831
C4 -1.267 -3.213 1.856
C5 -1.271 -2.768 3.160
C6 -1.977 -1.609 3.513
H1 -3.297 -0.068 2.837
H2 -3.503 -0.956 0.582
H3 -2.372 -3.128 0.014
H4 -0.815 -4.172 1.639
H5 -0.807 -3.367 3.929
H6 -2.042 -1.324 4.553
C7 0.831 0.169 2.627
C8 -0.113 1.371 2.465
As1 -0.953 1.462 0.670
C9 -2.339 2.880 0.815
C10 -3.330 2.820 1.795
C11 -4.306 3.802 1.854
C12 -4.311 4.841 0.935
C13 -3.317 4.918 -0.029
C14 -2.345 3.932 -0.110
C15 0.370 2.453 -0.372
C16 0.987 3.615 0.084
C17 1.792 4.355 -0.768
C18 1.950 3.970 -2.092
C19 1.338 2.816 -2.559
C20 0.557 2.062 -1.699
As2 1.491 -0.565 0.902
C21 2.360 -2.294 1.307
C22 2.082 -3.083 2.415
C23 2.695 -4.322 2.554
C24 3.576 -4.781 1.586
C25 3.883 -3.983 0.492
C26 3.266 -2.752 0.338
C27 3.191 0.471 0.690
C28 3.570 1.187 -0.437
C29 4.764 1.899 -0.424
C30 5.582 1.874 0.693
C31 5.232 1.101 1.792
C32 4.045 0.389 1.793
H7 0.318 -0.655 3.141
H8 1.691 0.452 3.252
H9 0.423 2.318 2.627
H10 -0.906 1.339 3.224
H11 -3.319 2.032 2.538
H12 -5.061 3.755 2.623
H13 -5.083 5.596 0.970
H14 -3.296 5.749 -0.719
H15 -1.562 4.032 -0.859
H16 0.810 3.958 1.099
H17 2.281 5.246 -0.406
H18 2.535 4.577 -2.765
H19 1.469 2.518 -3.588
H20 0.039 1.152 -2.057
H21 1.428 -2.710 3.193
H22 2.490 -4.915 3.431
H23 4.048 -5.744 1.695
H24 4.617 -4.307 -0.229
H25 3.557 -2.096 -0.484
H26 2.956 1.190 -1.330
H27 5.058 2.466 -1.294
H28 6.501 2.441 0.702
H29 5.885 1.047 2.649
H30 3.796 -0.254 2.636
N1 -2.898 1.011 -2.028
C33 -4.010 0.880 -2.764
C34 -4.299 -0.471 -2.846
C35 -3.298 -1.099 -2.119
N2 -2.426 -0.196 -1.611
H31 -2.490 1.900 -1.739
H32 -4.525 1.719 -3.190
H33 -5.123 -0.939 -3.348
H34 -3.200 -2.161 -1.960
N3 0.328 -2.994 -0.836
C36 -0.158 -2.650 -2.148
C37 0.305 -1.429 -2.705
C38 -0.189 -1.036 -3.952
C39 -1.102 -1.832 -4.632
C40 -1.514 -3.046 -4.097
C41 -1.058 -3.452 -2.848
H35 0.012 -3.943 -0.588
H36 1.369 -3.044 -0.795
H37 1.235 -0.983 -2.312
H38 0.189 -0.144 -4.427
H39 -1.448 -1.528 -5.605
H40 -2.163 -3.691 -4.667
H41 -1.356 -4.412 -2.446

Kohn-Sham gap (alpha / beta) ... 4.71 / 5.02 eV
E_LUMO (alpha / beta) ... -0.51717 / -0.50577 hartree
⟨S²⟩ ... 2.0558
Charge ... +4
Multiplicity ... 3

3.
Molecular formula: C3H5NS4
Method: DFT, wB97M-V/def2-TZVPD

Geometry (Å):
S1 3.472 0.093 -0.277
C1 1.810 0.023 -0.412
N1 1.009 1.174 -0.035
S2 -0.436 1.636 -0.851
C2 -1.576 0.705 0.166
S3 -2.024 -0.886 -0.548
C3 -0.471 -1.576 0.081
S4 1.246 -1.614 -0.744
H1 1.658 1.948 0.074
H2 -1.473 0.858 1.239
H3 -2.494 1.406 0.065
H4 -0.351 -2.671 0.232
H5 -0.369 -1.096 1.008

Kohn-Sham gap ... 8.37 eV
E_LUMO ... -0.00462 hartree

| no. | F_max (eV Å⁻¹) |
| --- | --- |
| 1 | 1.97 |
| 2 | 2.82 |
| 3 | 4.40 |